Formula: C34H73FN4O7PSSi4
Source: OMol25
Level of theory: ωB97M-V with the def2-TZVPD basis set

* largest force on an atom: 1.31 eV Å⁻¹
* E_tot: -111090.2963 eV
* gap between HOMO and LUMO: 7.7757 eV
* net charge: +1

Each line ends with the Löwdin charge.
Atoms and positions in Å:
C: 0.050 -5.908 0.260  0.045
C: -0.727 -5.469 -0.727  -0.146
C: -0.337 -4.277 -1.568  -0.113
N: -1.169 -4.134 -2.778  0.044
C: -1.375 -5.350 -3.597  -0.119
C: -0.066 -6.061 -3.922  -0.244
C: 0.843 -5.217 -4.805  -0.586
S: 2.336 -6.084 -5.344  0.745
C: -1.645 -2.963 -3.116  -0.219
N: -2.524 -2.905 -4.239  0.088
F: -1.799 -2.035 -5.099  0.030
C: -3.776 -2.236 -3.876  -0.417
C: -4.555 -3.283 -3.017  -0.122
O: -5.091 -2.644 -1.901  -0.151
C: -5.702 -3.529 -0.964  -0.243
C: -7.193 -3.671 -1.197  -0.060
C: -4.521 -1.901 -5.165  -0.104
P: -6.057 -0.950 -5.096  0.414
O: -6.551 -0.674 -6.436  -0.234
O: -5.762 0.374 -4.266  -0.096
O: -6.980 -1.861 -4.156  -0.112
O: -3.529 -1.024 -3.206  -0.012
C: -2.407 -0.785 -2.347  -0.344
C: -2.873 -0.828 -0.901  0.028
C: -1.910 0.612 -2.730  -0.221
C: -1.990 1.077 -4.030  0.007
C: -1.545 2.360 -4.302  -0.029
C: -1.034 3.126 -3.271  -0.038
C: -0.981 2.568 -2.012  -0.111
N: -1.410 1.340 -1.740  0.128
N: -1.317 -1.828 -2.457  0.074
C: 0.099 -1.391 -2.705  -0.106
C: 0.819 -0.831 -1.475  -0.218
C: 2.269 -1.306 -1.389  -0.081
H: -0.231 -6.755 0.869  0.070
H: 1.000 -5.436 0.492  0.077
H: -1.675 -5.957 -0.924  0.104
H: 0.702 -4.366 -1.895  0.130
H: -0.441 -3.359 -0.994  0.130
H: -1.870 -5.057 -4.517  0.128
H: -2.051 -6.015 -3.061  0.126
H: -0.344 -6.967 -4.464  0.126
H: 0.450 -6.385 -3.016  0.102
H: 0.314 -4.958 -5.725  0.079
H: 1.116 -4.281 -4.308  0.053
H: 2.615 -6.645 -4.161  -0.139
H: -5.341 -3.715 -3.645  0.133
H: -3.902 -4.115 -2.710  0.124
H: -5.219 -4.514 -1.003  0.119
H: -5.505 -3.119 0.028  0.124
H: -7.608 -4.424 -0.526  0.084
H: -7.705 -2.726 -1.013  0.081
H: -7.406 -3.974 -2.223  0.074
H: -3.889 -1.298 -5.818  0.109
H: -4.763 -2.829 -5.687  0.126
H: -5.597 0.233 -3.326  0.086
H: -7.752 -1.378 -3.831  0.103
H: -3.283 -1.812 -0.681  0.081
H: -2.028 -0.641 -0.241  0.082
H: -3.621 -0.058 -0.723  0.107
H: -2.403 0.458 -4.812  0.110
H: -1.607 2.749 -5.310  0.119
H: -0.685 4.136 -3.430  0.114
H: -0.557 3.120 -1.179  0.107
H: 0.635 -2.289 -3.018  0.102
H: 0.121 -0.716 -3.560  0.134
H: 0.810 0.257 -1.503  0.096
H: 0.265 -1.103 -0.573  0.105
H: 2.365 -2.384 -1.538  0.065
H: 2.683 -1.058 -0.412  0.062
H: 2.892 -0.793 -2.123  0.087
O: 0.283 5.695 3.376  -0.269
Si: -0.463 4.338 2.838  0.336
C: -1.789 4.776 1.591  -0.163
C: -1.239 3.408 4.259  -0.158
C: 0.791 3.241 1.994  -0.165
Si: -0.018 7.117 4.163  0.347
C: 1.581 8.054 4.318  -0.162
C: -0.712 6.767 5.861  -0.161
C: -1.250 8.130 3.189  -0.161
H: -2.603 5.339 2.053  0.027
H: -2.216 3.869 1.154  0.026
H: -1.382 5.386 0.782  0.034
H: -0.505 3.196 5.039  0.037
H: -1.650 2.456 3.914  0.032
H: -2.053 3.978 4.712  0.028
H: 1.588 2.942 2.678  0.008
H: 1.252 3.749 1.143  0.036
H: 0.300 2.335 1.626  0.032
H: 2.321 7.490 4.889  0.034
H: 1.406 9.000 4.834  0.036
H: 2.011 8.278 3.340  0.034
H: -1.694 6.291 5.806  0.026
H: -0.825 7.698 6.420  0.036
H: -0.052 6.110 6.430  0.037
H: -2.227 7.644 3.145  0.025
H: -0.908 8.291 2.164  0.036
H: -1.384 9.108 3.657  0.036
O: 6.149 0.341 2.979  -0.272
Si: 7.262 -0.280 4.027  0.345
C: 6.497 -1.675 5.010  -0.163
C: 7.849 1.049 5.199  -0.160
C: 8.701 -0.929 3.041  -0.163
Si: 4.679 1.073 2.949  0.338
C: 4.227 1.414 1.170  -0.148
C: 4.727 2.680 3.899  -0.150
C: 3.382 -0.046 3.702  -0.156
H: 5.703 -1.315 5.667  0.025
H: 7.254 -2.157 5.633  0.035
H: 6.070 -2.434 4.351  0.033
H: 8.233 1.915 4.655  0.037
H: 8.653 0.665 5.832  0.036
H: 7.046 1.393 5.854  0.026
H: 9.173 -0.137 2.458  0.034
H: 8.391 -1.716 2.351  0.032
H: 9.453 -1.347 3.714  0.035
H: 4.954 2.074 0.695  0.039
H: 3.247 1.895 1.122  0.010
H: 4.183 0.489 0.590  0.014
H: 4.904 2.509 4.963  0.030
H: 3.780 3.215 3.800  0.021
H: 5.521 3.332 3.529  0.040
H: 3.564 -0.209 4.766  0.028
H: 3.370 -1.022 3.211  0.031
H: 2.390 0.401 3.596  0.023

Force components x, y, z for each atom (eV/Å):
C -0.17 0.13 -0.34
C 0.29 -0.21 0.29
C -0.09 -0.11 0.04
N -0.08 0.22 -0.13
C 0.09 -0.16 -0.14
C -0.09 -0.02 -0.18
C -0.06 0.03 0.11
S 0.00 -0.07 -0.04
C 0.17 -0.07 0.59
N -0.06 -0.14 0.08
F -0.03 -0.03 0.03
C -0.34 0.04 0.06
C -0.15 -0.02 -0.01
O 0.21 0.06 0.07
C -0.18 -0.20 0.12
C -0.02 0.04 -0.11
C -0.01 -0.01 0.09
P 0.07 -0.06 -0.09
O -0.02 0.08 -0.03
O -0.24 0.06 0.04
O 0.11 0.20 0.14
O 0.41 -0.06 -0.11
C -0.29 0.11 0.33
C 0.23 -0.09 0.11
C 0.12 -0.07 0.07
C -0.07 -0.03 -0.20
C -0.07 -0.05 -0.19
C 0.04 0.20 -0.19
C 0.15 -0.03 0.35
N -0.04 -0.11 0.19
N -0.17 0.11 -1.30
C 0.36 -0.24 0.57
C 0.04 0.11 -0.02
C -0.01 0.19 0.10
H -0.07 0.05 0.00
H -0.02 -0.03 -0.05
H 0.00 0.09 0.03
H 0.01 0.09 0.08
H 0.00 0.05 -0.05
H -0.03 0.08 0.04
H 0.03 0.05 0.08
H 0.06 -0.03 0.04
H -0.02 0.01 -0.02
H 0.04 0.07 0.01
H 0.01 -0.01 -0.03
H 0.05 0.03 0.04
H 0.05 -0.03 -0.02
H 0.07 0.08 0.01
H 0.06 0.05 -0.07
H -0.01 0.08 -0.05
H 0.00 0.03 0.01
H 0.02 -0.01 0.02
H 0.02 -0.04 0.02
H 0.03 -0.09 -0.01
H 0.06 0.03 -0.06
H 0.18 -0.06 0.00
H -0.12 -0.14 -0.07
H -0.06 0.06 -0.05
H 0.00 0.10 -0.02
H -0.06 -0.06 -0.02
H -0.03 0.01 -0.03
H 0.01 0.03 0.02
H 0.01 -0.01 -0.04
H -0.09 0.00 0.01
H -0.09 -0.03 -0.07
H -0.15 0.08 0.07
H -0.08 -0.02 0.05
H 0.03 -0.11 -0.03
H 0.01 0.01 0.01
H 0.00 -0.05 -0.01
H -0.01 -0.14 -0.10
O 0.03 -0.05 -0.04
Si -0.17 -0.14 -0.07
C 0.05 0.03 0.03
C 0.05 0.04 0.00
C 0.05 0.07 0.02
Si -0.03 0.21 0.12
C 0.02 -0.08 -0.04
C 0.01 -0.07 -0.06
C 0.02 -0.09 -0.03
H -0.01 0.00 -0.01
H -0.01 0.00 0.00
H -0.01 0.00 -0.01
H 0.00 -0.01 0.00
H -0.01 0.00 0.01
H 0.00 -0.01 0.01
H 0.00 0.00 0.00
H 0.02 0.00 0.01
H 0.01 -0.02 -0.01
H 0.00 0.00 0.00
H 0.02 0.01 0.00
H 0.00 0.00 0.00
H 0.00 0.01 0.01
H -0.01 0.00 0.01
H 0.00 0.01 0.01
H -0.01 0.01 0.00
H 0.00 0.02 0.00
H -0.01 0.01 -0.01
O -0.04 -0.02 -0.01
Si 0.17 -0.07 0.14
C -0.06 0.04 -0.06
C -0.07 0.01 -0.06
C -0.06 0.03 -0.06
Si -0.15 0.12 0.01
C 0.05 -0.05 -0.01
C 0.04 -0.05 -0.02
C 0.05 -0.02 -0.02
H 0.00 -0.01 0.01
H -0.01 -0.01 0.01
H 0.01 -0.01 0.01
H 0.01 0.00 0.01
H 0.00 0.01 0.01
H 0.01 0.00 0.01
H 0.00 0.00 0.01
H 0.00 0.00 0.00
H 0.02 -0.01 -0.02
H 0.00 0.00 0.00
H 0.00 0.00 -0.02
H 0.03 0.01 0.01
H 0.00 0.01 0.00
H 0.01 0.02 0.01
H -0.01 0.01 0.00
H -0.01 -0.01 0.00
H -0.01 0.00 0.00
H -0.01 0.00 0.01